{"formula": "C5H11O2", "method": "ωB97M-V/def2-TZVPD", "symbols": ["C", "C", "H", "H", "H", "H", "H", "H", "C", "C", "C", "O", "O", "H", "H", "H", "H", "H"], "xyz": [[0.947, -2.779, 0.504], [0.071, -2.155, -0.574], [1.993, -2.468, 0.488], [0.535, -2.510, 1.475], [0.994, -3.870, 0.480], [0.592, -1.507, -1.278], [-0.715, -1.550, -0.124], [-0.469, -2.859, -1.214], [-0.834, 1.617, -0.217], [0.476, 1.313, 0.539], [-1.115, 3.148, -0.465], [-1.193, 3.460, -1.684], [-1.303, 3.832, 0.553], [-0.904, 0.998, -1.108], [-1.670, 1.426, 0.474], [1.002, 2.278, 0.512], [1.195, 0.647, 0.065], [0.399, 0.981, 1.574]], "mulliken_charge": [-0.89, -0.80, 0.27, 0.26, 0.31, 0.27, 0.18, 0.42, -0.21, -0.96, 0.37, -0.75, -0.72, 0.28, 0.15, 0.38, 0.24, 0.20], "energy_ha": -347.62530, "homo_energy_ev": -3.6965, "total_charge": -1}

=====

{"formula": "C5H11O2", "method": "ωB97M-V/def2-TZVPD", "symbols": ["C", "C", "O", "O", "H", "H", "H", "C", "C", "C", "H", "H", "H", "H", "H", "H", "H", "H"], "xyz": [[1.131, -2.095, 1.659], [1.469, -0.659, 2.166], [2.740, -0.492, 2.249], [0.612, 0.227, 2.290], [0.692, -2.015, 0.663], [0.463, -2.572, 2.382], [2.030, -2.708, 1.608], [-0.457, 0.581, -0.787], [0.104, 1.792, -1.573], [-1.935, 0.396, -1.129], [0.046, -0.370, -0.946], [-0.400, 0.845, 0.266], [-0.579, 2.626, -1.464], [0.210, 1.561, -2.638], [-2.552, 1.273, -1.338], [-2.204, -0.314, -1.944], [1.095, 2.028, -1.159], [-2.466, -0.103, -0.306]], "mulliken_charge": [-0.79, 0.50, -0.76, -0.70, 0.14, 0.22, 0.26, 2.20, -3.21, -4.02, 0.24, 0.00, 0.77, 0.86, 0.83, 0.95, 0.15, 0.37], "energy_ha": -347.48459, "s_squared": 0.751, "homo_energy_ev": [4.0285, -1.3878], "total_charge": -2, "multiplicity": 2}

=====

{"formula": "C5H11O2", "method": "ωB97M-V/def2-TZVPD", "symbols": ["C", "C", "C", "O", "O", "H", "H", "H", "H", "H", "C", "C", "H", "H", "H", "H", "H", "H"], "xyz": [[-0.950, 1.141, -0.450], [-0.713, 0.200, -1.670], [-1.542, 2.496, -0.898], [-2.731, 2.444, -1.454], [-0.877, 3.523, -0.543], [-1.648, 0.731, 0.203], [0.002, 1.381, 0.148], [-1.198, 0.868, -2.434], [-1.265, -0.759, -1.621], [0.266, 0.237, -1.993], [0.899, -1.295, 1.915], [1.823, -1.730, 0.844], [1.291, -1.177, 2.923], [0.415, -0.349, 1.727], [-0.051, -1.868, 1.860], [2.019, -2.796, 0.909], [2.869, -1.407, 0.768], [1.391, -1.640, -0.234]], "mulliken_charge": [-0.12, -1.09, 0.47, -0.23, -0.56, 0.29, 0.20, 0.44, 0.26, 0.32, -0.67, -0.74, 0.33, 0.12, 0.24, 0.30, 0.31, 0.13], "energy_ha": -347.46562, "s_squared": 0.755, "homo_energy_ev": [-10.5265, -10.3960], "multiplicity": 2}

=====

{"formula": "C5H11O2", "method": "ωB97M-V/def2-TZVPD", "symbols": ["C", "C", "C", "O", "O", "H", "H", "H", "H", "H", "C", "C", "H", "H", "H", "H", "H", "H"], "xyz": [[2.336, 0.856, -0.265], [1.748, -0.375, 0.389], [1.711, 2.300, 0.353], [1.187, 3.107, -0.379], [1.859, 2.215, 1.590], [3.377, 0.937, 0.035], [2.172, 0.995, -1.325], [2.612, -1.033, 0.534], [0.942, -0.887, -0.126], [1.368, -0.179, 1.388], [-2.840, -1.409, 0.138], [-1.910, -0.489, -0.711], [-2.984, -2.334, -0.430], [-2.562, -1.756, 1.138], [-3.833, -0.998, 0.312], [-1.601, -1.022, -1.605], [-1.048, -0.292, -0.083], [-2.534, 0.364, -0.954]], "mulliken_charge": [-0.28, -0.98, 0.63, -0.51, -0.38, 0.32, 0.30, 0.34, 0.22, 0.34, -0.88, -0.37, 0.23, 0.32, 0.28, 0.31, -0.21, 0.32], "energy_ha": -347.49461, "s_squared": 0.756, "homo_energy_ev": [-10.5461, -10.4047], "multiplicity": 2}

=====

{"formula": "C5H11O2", "method": "ωB97M-V/def2-TZVPD", "symbols": ["C", "C", "C", "O", "O", "H", "H", "H", "H", "H", "C", "C", "H", "H", "H", "H", "H", "H"], "xyz": [[-0.729, 1.303, -0.558], [-0.729, 1.506, -2.140], [-2.276, 1.722, -0.015], [-2.985, 0.902, 0.635], [-2.490, 2.930, -0.210], [-0.563, 0.410, -0.033], [-0.091, 2.068, -0.344], [-1.297, 2.546, -2.291], [-1.275, 0.765, -2.706], [0.201, 1.356, -2.620], [1.376, -2.658, 1.303], [1.801, -1.198, 1.214], [0.732, -2.841, 2.269], [0.825, -3.091, 0.445], [2.175, -3.326, 1.386], [1.333, -0.663, 2.149], [1.172, -0.726, 0.504], [2.819, -1.006, 1.013]], "mulliken_charge": [-0.17, -1.09, 0.68, -0.57, -0.28, 0.09, 0.31, 0.28, 0.33, 0.37, -0.90, -0.36, 0.22, 0.28, 0.33, 0.23, -0.13, 0.38], "energy_ha": -347.45147, "s_squared": 0.757, "homo_energy_ev": [-10.5204, -10.3597], "multiplicity": 2}

=====

{"formula": "C5H11O3", "method": "ωB97M-V/def2-TZVPD", "symbols": ["O", "C", "C", "C", "C", "C", "O", "H", "H", "H", "H", "H", "H", "H", "H", "H", "H", "H", "O"], "xyz": [[-1.609, -0.013, 2.441], [-2.117, 0.472, 1.391], [-1.890, 0.040, 0.143], [-0.537, -0.570, 0.004], [0.368, 0.282, -0.859], [1.140, -0.366, -2.057], [0.141, -0.889, -2.883], [-2.904, 1.206, 1.462], [-2.416, 0.101, -0.689], [0.173, -1.821, -2.968], [-0.595, -1.646, -0.414], [-0.148, -0.871, 1.094], [-0.184, 1.037, -1.291], [1.129, 0.619, 0.019], [1.837, 0.375, -2.450], [1.730, -1.215, -1.637], [2.699, 1.183, 2.627], [1.215, 0.816, 2.791], [1.966, 1.260, 3.276]], "mulliken_charge": [-0.76, -0.18, -0.95, -0.32, -0.40, -0.55, -0.52, 0.33, 0.57, 0.30, 0.16, 0.26, 0.53, -0.07, 0.30, 0.31, 0.30, 0.38, -0.70], "energy_ha": -422.75950, "homo_energy_ev": -2.0683, "total_charge": -1}

=====

{"formula": "C5H11O3", "method": "ωB97M-V/def2-TZVPD", "symbols": ["C", "C", "C", "O", "H", "H", "H", "H", "H", "H", "H", "H", "C", "C", "O", "O", "H", "H", "H"], "xyz": [[-1.838, 0.031, 0.659], [-1.459, 0.788, 1.950], [-1.577, 0.906, -0.565], [-1.225, -1.228, 0.567], [-2.903, -0.235, 0.752], [-1.654, 1.854, 1.822], [-0.591, 1.360, -0.495], [-1.601, 0.306, -1.443], [-2.371, 1.634, -0.678], [-0.356, -1.177, 0.044], [-0.379, 0.713, 2.087], [-2.026, 0.370, 2.772], [3.099, -0.832, -1.439], [1.899, -0.690, -0.493], [0.788, -0.978, -1.067], [2.059, -0.315, 0.666], [2.825, -0.363, -2.390], [3.344, -1.849, -1.698], [3.967, -0.293, -1.053]], "mulliken_charge": [0.48, -1.19, -1.34, -0.62, 0.23, 0.32, 0.26, 0.38, 0.43, 0.47, 0.26, 0.32, -1.08, 0.76, -0.82, -0.68, 0.27, 0.25, 0.31], "energy_ha": -422.90157, "homo_energy_ev": -4.6877, "total_charge": -1}

=====

{"formula": "C5H11O3", "method": "ωB97M-V/def2-TZVPD", "symbols": ["C", "C", "C", "O", "H", "H", "H", "H", "H", "H", "H", "H", "C", "C", "O", "O", "H", "H", "H"], "xyz": [[1.538, -0.718, -0.320], [2.088, 0.637, -0.601], [1.027, -0.919, 1.133], [0.633, -1.070, -1.256], [2.422, -1.483, -0.506], [1.281, 1.398, -0.519], [0.217, -1.659, 0.888], [1.823, -1.071, 1.901], [0.808, 0.049, 1.584], [0.080, -0.323, -1.415], [2.778, 0.767, -1.491], [2.758, 0.976, 0.265], [-2.951, 0.026, 0.015], [-1.777, 0.932, 0.179], [-1.806, 1.778, 1.060], [-0.883, 1.034, -0.757], [-3.078, -0.913, 0.600], [-3.153, -0.177, -1.094], [-3.804, 0.736, 0.334]], "mulliken_charge": [0.62, -1.24, -1.26, -0.57, 0.25, 0.33, 0.32, 0.34, 0.28, 0.41, 0.28, 0.31, -0.85, 0.62, -0.70, -0.84, 0.23, 0.24, 0.25], "energy_ha": -422.84759, "homo_energy_ev": -4.0793, "total_charge": -1}